Entry 1:
A structure of composition C21H32N2O6S in a non-equilibrium geometry. Source: the Open Molecules 2025 dataset; level of theory: wB97M-V/def2-TZVPD.

ORCA input file:
```
! wB97M-V def2-TZVPD RIJCOSX def2/J DEFGRID3
* xyz 0 1
N -0.26625 -1.48474 -1.49750
C 3.44783 1.22904 -1.75877
H -5.41501 0.06460 -1.50435
S 1.98055 2.16978 -1.12595
C -2.67054 0.32069 -1.65057
H 3.17123 -3.00545 1.59845
H 2.96147 -0.74094 3.39077
C -3.75702 1.28160 -0.98156
H 0.72688 -2.33851 -3.02359
H -2.46866 1.75655 2.09034
O 2.02233 -2.50316 -0.07840
C 1.89625 -0.44818 1.34681
C 2.12861 -0.03033 3.07999
H 1.29537 -0.08521 3.49096
O 1.87781 3.47298 -1.74678
C -3.08037 2.18804 -0.24078
C -1.53261 -1.93379 -0.80271
O 3.03225 -1.95787 -2.02115
H -0.10662 -0.53003 -1.32189
C 2.82647 2.16093 0.62686
H 1.53610 -1.34404 1.26911
H -3.88820 2.02312 -2.03927
H -4.79649 1.19812 2.23221
H -3.91534 -0.21565 2.47921
H -5.60750 -0.84073 0.61894
H 2.48727 0.94499 3.17146
C 3.86119 -1.32870 0.77815
C 3.27025 -2.57663 0.49843
H 3.21184 3.36902 0.49079
C -5.00217 0.69201 -0.64123
H -4.18157 -2.09353 -0.81039
C -1.69981 0.10334 0.63724
H -3.20797 -0.43527 -2.34706
C 4.54526 1.26462 -0.64778
H 1.79830 2.34756 1.40205
C 0.70117 -2.29888 -1.93769
H -0.80905 0.40815 0.52739
H 5.19769 0.62981 -0.68811
O 0.84588 1.26434 -1.06711
C -3.74451 -1.57498 -0.01604
C -4.14166 0.40755 1.53349
H -3.67970 2.82807 0.31301
C 3.80137 1.08249 0.64397
O 5.13118 -1.07113 0.35886
C 1.94993 -2.15938 -1.45435
H -5.73824 1.32012 -0.50817
H 0.17239 -3.33017 -1.87525
C -2.82384 1.11343 1.28032
H 3.01843 0.30733 -2.07988
H -3.47177 -1.94031 0.85854
H 1.18297 0.40791 1.18038
H 4.60877 1.32167 1.69062
H -2.13828 2.30446 -0.32879
N 3.05840 -0.22733 0.80412
C -4.82172 -0.27654 0.61846
H 4.22051 -3.31611 0.10376
O -1.72233 -3.24224 -0.88257
H 4.93774 2.22381 -0.83154
H -1.75196 0.60034 -1.88243
C -2.45019 -0.85472 -0.37638
H -1.70132 -0.60488 1.76625
H 3.68708 1.98300 -2.71290
*
```

As for the relative energy (zero: lowest compared OMol25 entry of this formula, charge and spin): 1832.73 kJ/mol. The calculation puts the LUMO energy at 0.3 eV. The value obtained for the electronic energy is -1777.88661 Ha. Its largest force on an atom is 14.14 eV Å⁻¹. The frontier orbital gap comes out at 8.12 eV.

Okay, here come the Mulliken numbers, in e, for every atom:
1 N 0.230
2 C -0.505
3 H 0.408
4 S 0.949
5 C -2.228
6 H 0.295
7 H 0.294
8 C 0.986
9 H 0.415
10 H 0.499
11 O -0.290
12 C -1.076
13 C -1.601
14 H 0.722
15 O -0.735
16 C -1.925
17 C -0.206
18 O -0.646
19 H -0.037
20 C -1.096
21 H 1.428
22 H 0.198
23 H 0.249
24 H 0.371
25 H 0.869
26 H 0.369
27 C 0.530
28 C -0.455
29 H 0.346
30 C -1.407
31 H 0.514
32 C -1.845
33 H 0.363
34 C -1.917
35 H 0.300
36 C -1.104
37 H 1.261
38 H 1.141
39 O -0.485
40 C -2.315
41 C -0.944
42 H 0.537
43 C 0.324
44 O -0.742
45 C 0.782
46 H 0.628
47 H 0.596
48 C -0.590
49 H 0.148
50 H 0.777
51 H -0.635
52 H 0.377
53 H 1.021
54 N 1.062
55 C -0.338
56 H 0.241
57 O -0.763
58 H 0.502
59 H 1.395
60 C 2.191
61 H 0.125
62 H 0.443



Entry 2:
The ion C21H32N3O6S with charge +1 in a non-equilibrium geometry. Source: the Open Molecules 2025 dataset; level of theory: wB97M-V/def2-TZVPD.

ORCA input file:
```
! wB97M-V def2-TZVPD RIJCOSX def2/J DEFGRID3
* xyz 1 1
H 0.08930 -1.55158 2.31169
H 0.84733 -0.10367 -8.14439
H -3.91284 -0.77430 8.15417
C 1.98942 0.01367 -0.97613
H -1.88853 2.16534 3.66518
S 3.22144 -1.04276 -4.67129
C -3.59630 -0.31901 5.35008
H 1.26140 0.42207 -5.66051
C -2.93608 -0.69560 2.38035
H -4.57793 -1.92085 6.96647
C -4.67021 -0.91021 7.37588
H -6.26606 -1.33259 8.73270
H -1.49955 0.69277 1.75292
O 4.50782 -1.65463 -4.53747
C -3.86542 0.37542 2.93761
H -1.12754 -1.81936 1.04814
C -6.06132 -0.64542 7.91766
H -1.13556 -0.72522 4.32695
H 2.61867 1.22854 1.40723
H 2.09518 1.53800 -6.77894
H -6.13235 0.37321 8.28831
H -0.04780 0.51261 3.63399
C 0.15413 -0.10815 0.64999
C -1.96165 1.26510 4.28001
N 1.18984 -0.63817 0.00935
C -0.59626 -1.05774 1.62263
C 3.39206 1.78137 -1.75763
C 2.16216 -0.64829 -2.18632
H -4.05255 1.64556 4.67693
H -1.60190 1.51402 5.27844
C 3.55762 1.13519 -2.96853
O -3.05279 -1.39449 5.24323
N -1.54676 -0.19397 2.33966
C -1.08109 0.16723 3.69848
H -3.24564 -0.96642 1.36945
H -4.88007 -0.02179 2.96708
C 2.62245 1.23399 -0.73247
H 3.30322 2.68419 0.67257
H 3.88394 2.72666 -1.58656
C -3.42731 0.81704 4.33924
H -3.86750 1.24587 2.27716
H 1.33636 -1.63751 0.07217
C 3.99509 -0.86469 -7.92516
H 4.74815 -0.85353 -8.71412
C 1.72952 -0.43771 -7.59622
H 5.26109 -0.31123 -6.25390
H 3.88820 -1.88622 -7.52878
C 4.38673 0.07007 -6.77919
H 4.58467 1.07625 -7.16058
H 1.69200 -1.59971 -2.38256
C 2.03293 0.50415 -6.42604
H 1.56036 -1.44905 -7.19989
C 2.94147 -0.08490 -3.17214
O 2.07010 -1.88804 -4.83141
O -4.39328 0.03784 6.32903
H -6.80785 -0.78791 7.14096
O -0.26828 1.03327 0.56437
N 3.30531 0.16855 -5.81247
H 4.16498 1.55768 -3.75174
H -2.96144 -1.57963 3.02258
C 2.52289 1.93470 0.58364
O 2.78934 -0.44670 -8.52467
H 1.55667 2.43070 0.67281
*
```

The calculation puts the LUMO energy at -2.3 eV. The value obtained for the electronic energy is -1833.10831 Ha. Its largest force on an atom is 1.14 eV Å⁻¹. The SMILES is CCOC(=O)[C@H]1CC[N@@H+](CC(=O)Nc2cc(S(=O)(=O)N3CCOCC3)ccc2C)CC1. The frontier orbital gap comes out at 8.59 eV.

Okay, here come the Mulliken numbers, in e, for every atom:
1 H 0.404
2 H 0.373
3 H 0.291
4 C 0.288
5 H 0.414
6 S 1.292
7 C 0.272
8 H 0.365
9 C -0.753
10 H 0.318
11 C -0.251
12 H 0.397
13 H 0.424
14 O -0.718
15 C -1.160
16 H 0.440
17 C -1.179
18 H 0.536
19 H 0.333
20 H 0.413
21 H 0.311
22 H 0.500
23 C 0.836
24 C -1.205
25 N -0.133
26 C -1.237
27 C -1.190
28 C -0.393
29 H 0.415
30 H 0.447
31 C -0.679
32 O -0.627
33 N 0.320
34 C -0.830
35 H 0.480
36 H 0.423
37 C 1.143
38 H 0.483
39 H 0.406
40 C 0.507
41 H 0.425
42 H 0.300
43 C -0.468
44 H 0.361
45 C -0.495
46 H 0.479
47 H 0.329
48 C -0.783
49 H 0.367
50 H 0.468
51 C -0.714
52 H 0.333
53 C -0.108
54 O -0.674
55 O -0.276
56 H 0.319
57 O -0.691
58 N 0.045
59 H 0.487
60 H 0.495
61 C -1.534
62 O -0.407
63 H 0.267



Entry 3:
An isolated molecule of C21H32N4O2 in a non-equilibrium geometry. Source: the Open Molecules 2025 dataset; level of theory: wB97M-V/def2-TZVPD.

ORCA input file:
```
! wB97M-V def2-TZVPD RIJCOSX def2/J DEFGRID3
* xyz 0 1
C 1.16235 -0.75761 0.04538
C 1.81511 1.91128 -0.13566
H -1.79600 0.93746 1.21653
C -1.82632 1.91318 0.72999
H -1.49536 -5.61623 -0.51016
H -2.19510 -3.83156 0.99958
H -3.40398 -0.68860 -0.64031
H -2.02960 1.11171 -1.25437
C 5.16119 0.42697 0.10651
H -4.76045 3.20004 -0.17911
H -2.31273 2.63952 1.38470
C 0.51712 1.45030 0.21004
N -3.94664 1.31709 -0.53767
C -1.10060 -4.61481 -0.66587
H -1.32425 -1.89589 -0.34301
H 3.40129 -2.34830 -0.19218
C 2.07596 3.28654 -0.21846
C 4.20152 1.26620 -0.76170
O -6.45219 0.34280 0.31995
H -0.96220 -1.80711 1.37549
H 7.25298 -0.08477 0.15168
H 5.78065 0.34015 2.16769
H 1.33416 -2.67857 0.92835
H 4.14382 0.95764 1.94269
H -1.68996 -4.13214 -1.44270
H -7.01965 2.26360 0.47797
H 6.59197 0.06216 -1.47575
C -1.16754 -3.81291 0.62906
N -0.46221 2.32821 0.52938
H 3.82615 -1.37929 -1.62301
H -5.70747 -1.50122 0.03360
O 4.77312 -0.94880 0.16840
H -0.28989 3.30166 0.32789
H 6.92212 1.51874 -0.52444
H -5.72454 -0.46765 -1.42838
H -4.69067 2.15739 1.27165
C 3.61438 -1.33615 -0.53922
H -3.88242 -0.15901 0.99590
N 2.24864 4.42172 -0.28248
H -2.61095 2.77931 -1.09413
H 5.53348 1.98802 1.56618
C 5.15491 0.96975 1.54112
H -0.07668 -4.70902 -1.01848
H 4.35923 1.00776 -1.81412
H -0.53686 -4.28862 1.38365
H 0.98230 -2.69056 -0.79882
C 2.79121 0.95050 -0.39385
C 0.74145 -2.19625 0.14521
H 4.42049 2.32658 -0.63432
C -2.58792 1.79716 -0.61042
H -6.50263 1.77080 -1.16384
C -5.53340 -0.49266 -0.34505
C -4.09182 -0.05267 -0.08151
C -0.74357 -2.35505 0.45823
N 0.23049 0.15445 0.27547
C -4.86786 2.17568 0.18275
C 2.46904 -0.39931 -0.29255
C -6.29085 1.68079 -0.08783
C 6.57715 0.48959 -0.47565
*
```

As for the relative energy (zero: lowest compared OMol25 entry of this formula, charge and spin): 170.73 kJ/mol. The calculation puts the LUMO energy at 0.5 eV. The value obtained for the electronic energy is -1188.90950 Ha. Its largest force on an atom is 1.24 eV Å⁻¹. The SMILES is CCCCc1nc(NCCN2CCOCC2)c(C#N)c2c1COC(C)(C)C2. The frontier orbital gap comes out at 8.59 eV.

Okay, here come the Mulliken numbers, in e, for every atom:
1 C -0.552
2 C 0.211
3 H 0.215
4 C -0.568
5 H 0.398
6 H 0.385
7 H 0.026
8 H 0.463
9 C 1.595
10 H 0.418
11 H 0.336
12 C -0.031
13 N 0.043
14 C -1.216
15 H 0.065
16 H 0.419
17 C -0.347
18 C -1.477
19 O -0.387
20 H 0.439
21 H 0.394
22 H 0.420
23 H 0.415
24 H 0.347
25 H 0.286
26 H 0.355
27 H 0.396
28 C -0.656
29 N -0.103
30 H 0.240
31 H 0.365
32 O -0.443
33 H 0.340
34 H 0.372
35 H 0.398
36 H 0.325
37 C -0.806
38 H 0.239
39 N -0.637
40 H 0.209
41 H 0.379
42 C -1.645
43 H 0.304
44 H 0.423
45 H 0.309
46 H 0.454
47 C 0.810
48 C -0.658
49 H 0.661
50 C -0.829
51 H 0.373
52 C -0.825
53 C -0.009
54 C -0.382
55 N -0.188
56 C -0.499
57 C 0.967
58 C -0.740
59 C -1.793



Entry 4:
A cluster of 5 separate species, C21H32N6OP in total in a non-equilibrium geometry. Source: the Open Molecules 2025 dataset; level of theory: wB97M-V/def2-TZVPD.

ORCA input file:
```
! wB97M-V def2-TZVPD RIJCOSX def2/J DEFGRID3
* xyz 1 1
H -0.61402 6.53196 0.58704
H 3.09270 3.95695 -5.68887
H 2.24687 0.96764 0.07496
H -3.98337 5.74205 -1.76530
C -0.21302 -1.50078 4.47224
H -0.59887 -1.93482 6.57051
H 0.92170 -2.84827 -0.78604
H 1.57759 -0.71289 1.40815
C 3.50137 3.10873 -3.80567
H 1.63103 0.28907 -2.43969
H 1.68262 -1.47818 -2.51845
P 2.08524 -0.42348 0.13279
H 2.96963 2.21086 -1.89662
H -0.69656 0.18371 0.55288
H -3.16300 -2.22804 5.73545
C -1.06583 4.87046 -0.84796
N -1.05184 -1.45446 3.38650
H 2.88245 -6.76418 2.50414
H -1.70350 -2.27321 0.52626
C 1.04509 -0.62318 -2.31320
C -1.15066 -2.48406 -0.38856
C -1.54332 0.53131 -1.42950
H -3.08358 7.38547 -0.10822
C -0.38393 0.36692 -0.47663
H 0.65177 3.59907 -5.28899
H -0.76629 -1.23810 2.45179
H -2.30681 -0.24411 -1.47646
N -3.07475 5.65090 -1.34932
H -2.35911 1.57400 -2.74009
C -0.96674 -1.82167 5.56510
C -1.29145 6.06143 -0.10530
H -1.13487 -5.95826 1.65333
H -0.17915 4.25755 -0.83792
C -2.31153 -1.97545 5.12675
C 1.41366 3.32155 -4.58131
H -2.41971 3.86505 -2.30467
H 0.16548 1.30923 -0.49108
C 2.65554 2.61174 -2.84901
H -3.15005 -1.75940 3.07473
C -2.53802 6.51865 -0.43869
N -1.53271 1.57204 -2.13726
N 0.59533 -0.71963 -0.87576
H -1.69509 -3.08964 -1.11130
H 4.57362 3.19711 -3.82617
H 0.84069 -1.30294 4.37043
C 1.32309 2.74495 -3.34241
H 0.61888 -7.72239 1.37821
C -2.18593 4.64277 -1.60271
C 1.93063 -6.26538 2.43597
C 0.80016 -6.77668 1.85916
H 2.26593 -4.29314 3.44516
O 3.22773 -1.21628 -0.30507
C -2.33626 -1.74309 3.78017
C 0.29004 -4.73853 2.63122
H 0.41003 2.45561 -2.84376
N 2.73578 3.53752 -4.84883
C 0.11554 -2.12520 -0.68322
N -0.19396 -5.84332 1.98178
H 0.17516 -0.64757 -2.96199
H -0.33828 -3.88651 2.83253
C 1.60686 -4.97145 2.92879
*
```

The calculation puts the LUMO energy at -4.7 eV. The value obtained for the electronic energy is -1564.10528 Ha. Its largest force on an atom is 2.12 eV Å⁻¹. The frontier orbital gap comes out at 5.58 eV.

Okay, here come the Mulliken numbers, in e, for every atom:
1 H 0.386
2 H 0.195
3 H 0.119
4 H 0.184
5 C -0.472
6 H 0.430
7 H 0.501
8 H 0.027
9 C -0.717
10 H 0.208
11 H 0.368
12 P 0.577
13 H 0.312
14 H 0.457
15 H 0.429
16 C 0.102
17 N 0.168
18 H 0.413
19 H 0.314
20 C -0.796
21 C -1.167
22 C -0.739
23 H 0.379
24 C -0.660
25 H 0.403
26 H 0.142
27 H 0.413
28 N -0.005
29 H 0.266
30 C -0.535
31 C -0.898
32 H 0.211
33 H 0.484
34 C -0.586
35 C -1.048
36 H 0.333
37 H 0.484
38 C -0.488
39 H 0.344
40 C -0.428
41 N -0.156
42 N 0.505
43 H 0.314
44 H 0.420
45 H 0.347
46 C 0.477
47 H 0.411
48 C -0.525
49 C -0.577
50 C -0.541
51 H 0.412
52 O -0.587
53 C -0.369
54 C -0.452
55 H 0.450
56 N 0.036
57 C 0.061
58 N -0.005
59 H 0.478
60 H 0.568
61 C -0.376



Question: Look up the largest force on an atom of the first one.
Answer: 14.14 eV Å⁻¹